[1]
Density functional theory data (ωB97M-V/def2-TZVPD) for a 11-piece molecular cluster, C4H29NO10 overall in a non-equilibrium geometry.

Computed properties:
HOMO-LUMO gap, Ha: 0.2871
ΔE to the lowest compared entry with this formula, charge and spin, kcal per mole: 43.92

```
44
Properties=species:S:1:pos:R:3:forces:R:3
C 3.249 0.952 2.321 0.4 -0.2 0.5
C 2.149 0.723 1.341 -1.2 0.0 -1.7
C 2.254 -0.298 0.453 1.1 0.0 0.5
C 1.014 2.801 2.040 0.4 -0.7 0.3
N 1.056 1.573 1.264 0.3 -0.1 0.9
H 3.478 -0.022 2.751 0.2 0.0 -0.1
H 2.996 1.563 3.185 -0.2 0.3 -0.3
H 4.158 1.334 1.855 0.0 0.1 0.0
H 3.255 -0.712 0.373 -0.3 -0.6 0.2
H 1.506 -0.688 -0.220 -0.2 0.4 -0.1
H 1.081 2.600 3.117 0.0 0.2 0.0
H 0.115 3.387 1.884 -0.1 -0.2 -0.4
H 1.887 3.372 1.735 0.0 0.5 0.2
H 0.183 1.138 1.013 0.1 0.4 0.1
H -2.047 -1.855 -1.520 -0.8 0.3 0.0
H -3.377 -1.072 -1.807 0.2 0.2 0.0
O -2.951 -1.693 -1.207 -0.1 -0.5 0.3
H 0.269 -3.090 1.740 -0.1 -0.1 0.4
H 1.603 -3.302 1.070 0.1 -0.1 0.0
O 0.758 -3.750 1.202 0.0 0.6 -0.1
H -2.451 -1.256 0.665 -0.4 -0.3 0.0
H -2.487 0.113 1.227 0.2 0.1 0.3
O -2.545 -0.807 1.521 -0.1 0.1 -0.3
H -1.387 -1.481 2.555 0.3 0.0 -0.2
H -0.967 -2.445 3.681 0.1 0.0 0.0
O -0.612 -1.974 2.921 -0.2 -0.1 0.1
H -1.039 0.666 -0.479 0.0 0.0 -0.2
H -2.231 1.641 -0.341 0.6 -0.3 -0.2
O -1.388 1.375 0.072 -0.5 0.4 0.7
H -2.639 1.802 -2.824 0.3 -0.3 -0.4
H -1.836 0.628 -2.152 0.0 0.1 -0.6
O -2.650 1.152 -2.118 -1.2 -0.2 0.2
H -1.472 -3.671 -0.870 0.1 -0.1 0.0
H -0.106 -3.308 -0.212 0.1 -0.4 0.1
O -0.649 -3.197 -1.024 -0.1 0.1 -0.3
H 1.852 1.542 -3.586 1.2 0.2 0.2
H 1.769 0.781 -2.139 0.5 0.4 -0.2
O 1.358 1.006 -2.982 -1.2 -0.5 -0.1
H -0.443 -1.648 -1.807 0.3 0.1 0.4
H -0.387 -0.780 -3.033 0.3 0.5 -0.1
O -0.454 -0.703 -2.073 -0.1 -0.5 -0.3
H 0.044 2.181 -3.315 -0.4 -0.3 -0.3
H -1.103 2.846 -2.705 -0.3 0.5 0.5
O -0.814 2.575 -3.571 0.6 0.1 -0.2
```
Forces are in eV/Å.

Atomic partial charges in e from the Mulliken method, atoms 1 to 4: number 1, C, carries -1.442; number 2, C, carries 1.227; number 3, C, carries -1.619; number 4, C, carries -1.055

***

[2]
Density functional theory data (ωB97M-V/def2-TZVPD) for a 2-piece molecular cluster, C4H2Br3Cl overall in a non-equilibrium geometry.

Computed properties:
HOMO-LUMO gap (alpha / beta), Ha: 0.2665 / 0.2279
ΔE to the lowest compared entry with this formula, charge and spin, kcal per mole: 46.41

```
10
Properties=species:S:1:pos:R:3:forces:R:3
C 1.135 0.339 -0.607 -4.8 -2.3 2.2
C -0.159 0.434 -1.102 1.2 0.7 0.0
C 0.568 -0.387 0.751 0.9 2.8 -0.2
C -0.784 -0.268 -0.006 0.7 1.7 1.7
Cl -0.786 1.214 -2.509 0.2 -0.7 0.8
Br 1.099 -2.189 1.042 0.4 -0.2 0.1
Br -2.095 -1.507 0.163 -0.5 0.1 -0.4
Br -1.819 1.913 1.532 0.5 -1.1 -0.8
H 2.073 0.194 -0.996 2.1 0.5 -1.0
H 0.769 0.256 1.731 -0.9 -1.5 -2.3
```
Forces are in eV/Å.

Atomic partial charges in e from the Mulliken method, atoms 1 to 4: number 1, C, carries -0.479; number 2, C, carries 0.562; number 3, C, carries 0.243; number 4, C, carries -0.553

***

[3]
Density functional theory data (ωB97M-V/def2-TZVPD) for C4H2Br3ClO as an isolated structure in a non-equilibrium geometry.

Computed properties:
HOMO-LUMO gap, Ha: 0.2857
ΔE to the lowest compared entry with this formula, charge and spin, kcal per mole: 0.00

```
11
Properties=species:S:1:pos:R:3:forces:R:3
C 0.205 0.145 0.473 0.1 2.6 -1.6
C 1.003 1.441 0.706 0.7 -0.6 -0.5
C 1.758 1.614 1.827 -2.1 0.3 -1.3
C 3.611 -1.061 0.872 -1.8 2.3 1.6
O 2.093 1.868 2.900 0.6 -0.2 -0.2
Cl 4.537 -2.350 0.689 1.8 -1.9 -0.7
Br 1.405 2.441 -0.942 -0.2 -0.5 1.4
Br 4.375 0.599 0.354 0.6 -0.2 -0.3
Br 1.218 -1.146 -0.629 -0.8 0.0 -0.4
H -0.733 0.465 -0.176 1.8 -1.2 1.8
H 0.093 -0.310 1.433 -0.8 -0.5 0.3
```
Forces are in eV/Å.

Atomic partial charges in e from the Mulliken method, atoms 1 to 4: number 1, C, carries -0.580; number 2, C, carries -0.143; number 3, C, carries 0.464; number 4, C, carries -0.006

***

[4]
Density functional theory data (ωB97M-V/def2-TZVPD) for C4H2BrFS as an isolated structure in a non-equilibrium geometry.

Computed properties:
HOMO-LUMO gap (alpha / beta), Ha: 0.2690 / 0.2507
⟨S²⟩: 2.086
Multiplicity: 3

```
9
Properties=species:S:1:pos:R:3:forces:R:3
C -1.013 0.977 0.122 -0.1 -0.8 -0.9
C -0.597 -0.164 -0.534 0.2 -0.2 -1.0
C -0.355 0.987 1.376 -1.1 0.4 -2.0
C 1.463 -1.449 -0.964 -0.7 0.1 -1.6
F -0.925 1.459 2.408 -0.3 1.2 2.3
S 0.712 -1.003 0.390 -1.4 0.6 0.2
Br 3.158 -1.949 -0.899 2.3 -1.0 0.3
H -1.816 1.693 -0.300 1.4 -1.2 1.1
H -0.627 -0.551 -1.601 -0.3 0.9 1.5
```
Forces are in eV/Å.

Atomic partial charges in e from the Mulliken method, atoms 1 to 4: number 1, C, carries -0.127; number 2, C, carries -0.167; number 3, C, carries -0.090; number 4, C, carries -0.185

***

[5]
Density functional theory data (ωB97M-V/def2-TZVPD) for the molecule C4H2BrN3O3 in a non-equilibrium geometry.

Computed properties:
HOMO-LUMO gap (alpha / beta), Ha: 0.3279 / 0.3280
ΔE to the lowest compared entry with this formula, charge and spin, kcal per mole: 0.00

```
13
Properties=species:S:1:pos:R:3:forces:R:3
C -0.470 -0.428 -2.824 1.2 -0.2 1.4
C -0.337 -0.370 -1.407 0.5 -0.1 0.5
C -1.101 0.592 -0.537 1.8 0.6 0.7
C -0.174 1.513 0.499 -0.9 -1.6 -0.6
N 0.525 -1.149 -3.263 -0.5 0.3 -0.5
N 0.734 -1.109 -1.058 -3.0 2.6 1.4
N -0.779 2.833 0.749 -0.8 1.3 -0.1
O -2.265 0.782 -0.639 -0.4 0.0 -0.1
O -1.918 2.852 1.152 1.4 -0.9 -0.3
O 1.201 -1.529 -2.158 1.9 -2.1 -2.2
Br 1.669 1.819 -0.234 -1.4 -0.2 0.9
H -1.117 0.138 -3.442 -0.5 0.0 -0.5
H -0.243 0.951 1.460 0.8 0.3 -0.6
```
Forces are in eV/Å.

Atomic partial charges in e from the Mulliken method, atoms 1 to 4: number 1, C, carries -0.067; number 2, C, carries 0.193; number 3, C, carries 0.384; number 4, C, carries 0.096

***

It is found that the E_tot values, taken in the order of the records, are -26583.79436, -226826.48171, -228872.74644, -87767.62543, -84829.37382 eV.